No. 1
80
Properties=species:S:1:pos:R:3:lowdin_charge:R:1 method="wB97M-V/def2-TZVPD" max_force_ev_per_a=2.203 homo_energy_ev=-14.2 total_energy_ev=-72703.520 molar_mass_g_mol=752.76 total_charge=+2 spin_multiplicity=1
Ta -0.133 0.343 -1.880 1.671
C 3.540 2.594 -0.930 -0.157
Si 3.244 1.074 -1.974 0.399
C 4.697 -0.074 -2.048 -0.156
C 2.694 1.528 -3.709 -0.178
N 1.796 0.221 -1.315 -0.429
P 1.632 -0.529 0.164 0.765
C -0.066 -0.701 -0.004 -0.437
P -1.684 -0.297 0.395 0.775
N -2.006 0.152 -1.175 -0.423
Si -3.487 0.453 -2.135 0.397
C -4.734 -0.907 -1.957 -0.154
C -4.150 2.115 -1.643 -0.152
C -2.705 0.451 -3.849 -0.184
C -1.947 1.030 1.570 -0.316
C -1.499 2.321 1.286 -0.102
C -1.672 3.339 2.204 -0.047
C -2.285 3.075 3.425 -0.038
C -2.706 1.789 3.727 -0.040
C -2.538 0.765 2.805 -0.068
C -2.672 -1.688 0.899 -0.317
C -4.012 -1.533 1.263 -0.113
C -4.773 -2.646 1.572 -0.046
C -4.204 -3.914 1.514 -0.037
C -2.875 -4.073 1.149 -0.048
C -2.106 -2.962 0.839 -0.065
C 2.435 -2.128 0.092 -0.312
C 2.785 -2.777 1.277 -0.068
C 3.324 -4.053 1.230 -0.047
C 3.521 -4.679 0.008 -0.042
C 3.171 -4.038 -1.174 -0.052
C 2.625 -2.766 -1.133 -0.094
C 2.331 0.353 1.540 -0.315
C 1.516 1.022 2.450 -0.056
C 2.089 1.714 3.507 -0.043
C 3.468 1.742 3.651 -0.034
C 4.284 1.061 2.753 -0.041
C 3.720 0.360 1.703 -0.088
H 3.605 3.481 -1.563 0.046
H 4.478 2.521 -0.379 0.040
H 2.746 2.756 -0.199 0.026
H 5.547 0.500 -2.428 0.055
H 4.525 -0.901 -2.738 0.041
H 4.993 -0.495 -1.088 0.026
H 3.563 1.635 -4.361 0.051
H 2.161 2.479 -3.741 0.024
H 2.069 0.757 -4.178 0.024
H -5.435 -0.716 -1.146 0.037
H -4.282 -1.886 -1.796 0.042
H -5.313 -0.955 -2.883 0.050
H -4.163 2.226 -0.556 0.034
H -5.175 2.240 -1.996 0.049
H -3.562 2.934 -2.059 0.034
H -2.118 -0.464 -4.024 0.029
H -2.080 1.334 -4.032 0.022
H -3.460 0.459 -4.638 0.055
H -0.992 2.525 0.358 0.065
H -1.326 4.338 1.976 0.119
H -2.426 3.871 4.143 0.121
H -3.169 1.578 4.681 0.120
H -2.849 -0.239 3.066 0.107
H -4.465 -0.549 1.300 0.116
H -5.808 -2.528 1.860 0.121
H -4.802 -4.781 1.758 0.121
H -2.438 -5.060 1.107 0.117
H -1.066 -3.079 0.558 0.098
H 2.641 -2.289 2.233 0.115
H 3.597 -4.555 2.148 0.119
H 3.955 -5.669 -0.026 0.119
H 3.330 -4.529 -2.124 0.117
H 2.364 -2.265 -2.058 0.091
H 0.439 0.993 2.347 0.079
H 1.456 2.226 4.219 0.116
H 3.912 2.284 4.475 0.121
H 5.357 1.068 2.880 0.121
H 4.357 -0.197 1.028 0.103
C -0.188 2.532 -1.998 -0.220
H -1.128 2.939 -1.638 -0.006
H -0.115 2.717 -3.080 0.020
H 0.648 3.027 -1.505 0.010



No. 2
16
Properties=species:S:1:pos:R:3:lowdin_charge:R:1 method="wB97M-V/def2-TZVPD" max_force_ev_per_a=2.769 relative_energy_ev=1.8016 homo_energy_ev=-14.3 total_energy_ev=-7839.515 molar_mass_g_mol=88.13 total_charge=+1 spin_multiplicity=1
C -2.947 0.668 -0.154 -0.074
C -1.478 0.508 -0.126 -0.092
C -0.891 -0.318 0.742 -0.074
N 0.461 -0.771 0.526 0.069
C 1.251 -1.089 1.474 0.191
H -3.303 0.672 -1.191 0.099
H -3.562 -0.063 0.360 0.090
H -3.248 1.664 0.162 0.093
H -0.918 1.192 -0.752 0.124
H -1.402 -0.745 1.598 0.140
H 0.843 -0.462 -0.367 0.160
H 0.936 -1.400 2.463 0.131
H 2.299 -1.204 1.242 0.125
H 3.552 0.894 -2.507 0.054
H 2.234 1.333 -1.824 0.027
O 2.933 0.673 -1.800 -0.063



No. 3
49
Properties=species:S:1:pos:R:3:lowdin_charge:R:1 method="wB97M-V/def2-TZVPD" max_force_ev_per_a=1.635 relative_energy_ev=0.0000 homo_energy_ev=-8.9 total_energy_ev=-41504.381 molar_mass_g_mol=359.45 spin_multiplicity=1
C -6.315 -0.210 -1.568 -0.062
C -4.858 0.150 -1.814 -0.205
O -4.312 0.916 -0.734 -0.011
C -3.897 0.244 0.328 -0.614
O -3.999 -0.940 0.496 0.094
C -3.295 1.206 1.343 -0.328
S -1.900 0.417 2.196 1.033
C -1.071 -0.120 0.786 -0.682
N -1.393 0.116 -0.448 0.078
N -0.483 -0.530 -1.202 0.136
C 0.351 -1.105 -0.402 -0.304
C 1.510 -1.937 -0.834 -0.202
N 2.542 -1.095 -1.411 0.141
C 2.915 0.169 -1.074 -0.568
O 3.897 0.676 -1.563 0.088
O 2.084 0.732 -0.190 0.022
C 2.291 2.109 0.222 -0.550
C 2.231 3.038 -0.990 -0.013
C 1.125 2.401 1.167 -0.021
C 3.622 2.238 0.960 -0.014
C 2.082 -2.870 0.258 -0.358
C 2.739 -2.101 1.401 -0.048
C 1.006 -3.823 0.774 -0.057
O 0.023 -0.892 0.894 0.066
H -6.711 -0.732 -2.434 0.077
H -6.398 -0.857 -0.699 0.074
H -6.903 0.690 -1.397 0.077
H -4.254 -0.753 -1.938 0.126
H -4.750 0.792 -2.690 0.125
H -4.026 1.440 2.117 0.094
H -2.962 2.116 0.848 0.090
H 1.129 -2.561 -1.655 0.162
H 3.179 -1.544 -2.051 0.158
H 2.260 4.072 -0.658 0.090
H 1.309 2.867 -1.542 0.096
H 3.074 2.852 -1.649 0.080
H 1.113 1.686 1.986 0.082
H 1.223 3.402 1.575 0.093
H 0.183 2.333 0.627 0.075
H 4.445 2.002 0.290 0.080
H 3.742 3.255 1.322 0.090
H 3.648 1.555 1.807 0.090
H 2.858 -3.465 -0.239 0.139
H 2.008 -1.510 1.944 0.077
H 3.512 -1.437 1.022 0.077
H 3.201 -2.800 2.095 0.084
H 0.246 -3.286 1.335 0.078
H 1.453 -4.562 1.434 0.082
H 0.525 -4.345 -0.050 0.083



No. 4
29
Properties=species:S:1:pos:R:3:lowdin_charge:R:1 method="wB97M-V/def2-TZVPD" max_force_ev_per_a=0.715 relative_energy_ev=0.0270 homo_energy_ev=-10.1 total_energy_ev=-645426.386 molar_mass_g_mol=881.30 spin_multiplicity=1
C -6.614 -3.131 0.873 -1.642
Br -7.143 -2.038 2.336 0.589
Br -5.808 -4.790 1.464 0.565
Br -5.417 -2.225 -0.325 0.606
H -7.504 -3.405 0.332 -0.030
C -1.705 -1.672 -0.101 -1.646
Br -1.645 0.225 0.141 0.625
Br -1.599 -2.643 1.545 0.582
Br -0.351 -2.260 -1.340 0.613
H -2.657 -1.920 -0.542 -0.107
C -3.271 0.882 3.548 -1.668
Br -2.332 2.481 3.997 0.585
Br -5.163 1.126 3.721 0.563
Br -2.644 -0.599 4.612 0.547
H -3.072 0.592 2.529 -0.110
C 2.683 0.158 -1.226 -0.076
C 2.374 1.485 -1.472 -0.062
C 3.381 2.389 -1.766 0.002
C 4.685 1.929 -1.828 -0.155
C 5.006 0.616 -1.561 -0.008
C 4.004 -0.270 -1.243 -0.061
N 5.758 2.872 -2.139 -0.352
O 5.431 4.012 -2.390 0.081
O 6.907 2.460 -2.102 0.073
H 1.884 -0.561 -1.089 0.035
H 1.335 1.786 -1.482 0.102
H 3.155 3.432 -1.935 0.120
H 6.056 0.354 -1.587 0.121
H 4.264 -1.284 -0.970 0.110



No. 5
95
Properties=species:S:1:pos:R:3:lowdin_charge:R:1 method="wB97M-V/def2-TZVPD" max_force_ev_per_a=2.540 relative_energy_ev=0.6243 homo_energy_ev=-12.9 total_energy_ev=-73038.277 molar_mass_g_mol=790.72 total_charge=+2 spin_multiplicity=1
Y -1.126 -0.806 0.653 1.309
C -2.960 3.446 -2.566 -0.035
C -2.063 2.216 -2.361 -0.370
C -1.826 1.505 -3.690 -0.064
C -2.657 1.314 -1.295 -0.201
C -2.979 -0.019 -1.520 -0.062
C -3.652 -0.780 -0.551 -0.105
C -4.023 -0.230 0.672 -0.317
C -4.957 -0.942 1.618 -0.032
C -3.616 1.090 0.934 -0.030
C -2.965 1.839 -0.028 -0.037
H -2.550 4.074 -3.359 0.092
H -3.039 4.060 -1.666 0.076
H -3.969 3.142 -2.863 0.100
H -1.100 2.566 -1.981 0.114
H -2.766 1.145 -4.120 0.099
H -1.142 0.654 -3.600 0.050
H -1.386 2.202 -4.405 0.096
H -2.784 -0.472 -2.483 0.115
H -3.978 -1.781 -0.804 0.132
H -4.632 -0.865 2.658 0.094
H -5.083 -1.991 1.354 0.082
H -5.941 -0.473 1.557 0.107
H -3.888 1.551 1.877 0.137
H -2.722 2.870 0.193 0.112
O -0.900 -1.336 3.526 -0.008
C -0.260 -0.669 2.709 -0.444
C 0.956 0.121 3.099 -0.251
C 1.633 -0.140 4.290 -0.019
C 2.741 0.601 4.646 -0.042
C 3.183 1.620 3.805 -0.044
C 2.524 1.882 2.618 -0.062
C 1.415 1.123 2.237 -0.297
P 0.388 1.537 0.759 1.061
C -0.363 3.104 1.294 -0.372
C -1.086 3.116 2.488 -0.100
C -1.738 4.271 2.897 -0.054
C -1.676 5.422 2.113 -0.055
C -0.958 5.412 0.928 -0.056
C -0.302 4.254 0.516 -0.090
C 1.442 1.923 -0.665 -0.374
C 2.464 2.875 -0.666 -0.082
C 3.235 3.078 -1.803 -0.041
C 2.984 2.352 -2.962 -0.044
C 1.950 1.426 -2.988 -0.065
C 1.189 1.221 -1.844 -0.166
H 1.253 -0.925 4.935 0.127
H 3.259 0.400 5.576 0.119
H 4.037 2.224 4.087 0.119
H 2.877 2.694 1.999 0.092
H -1.132 2.230 3.110 0.108
H -2.288 4.281 3.831 0.116
H -2.182 6.326 2.435 0.118
H -0.902 6.308 0.321 0.117
H 0.247 4.254 -0.418 0.101
H 2.658 3.479 0.211 0.101
H 4.031 3.812 -1.786 0.119
H 3.585 2.520 -3.848 0.119
H 1.738 0.869 -3.893 0.112
H 0.381 0.500 -1.877 0.050
N 0.232 -3.838 -0.321 -0.105
P 0.712 -2.286 -0.871 0.978
C 1.361 -2.632 -2.510 -0.367
C 2.532 -3.380 -2.657 -0.076
C 2.983 -3.695 -3.930 -0.046
C 2.283 -3.252 -5.050 -0.044
C 1.125 -2.500 -4.904 -0.058
C 0.662 -2.191 -3.632 -0.103
C 2.161 -1.919 0.162 -0.374
C 2.314 -2.525 1.410 -0.089
C 3.408 -2.209 2.205 -0.059
C 4.344 -1.288 1.762 -0.050
C 4.199 -0.682 0.516 -0.048
C 3.113 -0.992 -0.284 -0.094
C -0.747 -4.120 0.614 -0.369
C -0.869 -5.420 1.113 0.009
C -1.857 -5.686 2.026 -0.013
C -2.717 -4.662 2.441 -0.029
C -2.523 -3.418 1.921 -0.126
N -1.551 -3.125 1.015 -0.015
H 0.812 -4.618 -0.587 0.118
H 3.099 -3.699 -1.789 0.117
H 3.889 -4.278 -4.052 0.119
H 2.646 -3.494 -6.042 0.120
H 0.582 -2.161 -5.778 0.117
H -0.250 -1.611 -3.514 0.085
H 1.592 -3.249 1.767 0.103
H 3.527 -2.687 3.171 0.121
H 5.199 -1.047 2.384 0.120
H 4.943 0.025 0.164 0.119
H 3.020 -0.534 -1.263 0.098
H -0.186 -6.192 0.778 0.127
H -1.965 -6.687 2.429 0.130
H -3.505 -4.835 3.160 0.124
H -3.146 -2.595 2.239 0.084



No. 6
7
Properties=species:S:1:pos:R:3:lowdin_charge:R:1 method="wB97M-V/def2-TZVPD" max_force_ev_per_a=6.237 relative_energy_ev=4.3279 homo_energy_ev="-9.5 / -9.5" total_energy_ev=-20986.156 molar_mass_g_mol=120.09 spin_multiplicity=1
C -0.055 -0.103 -0.180 -0.513
N -0.023 -1.322 -0.217 -0.149
N 0.385 1.058 0.491 -0.400
O 0.030 -2.461 0.017 0.151
O 1.194 0.775 1.285 0.161
O -0.064 2.113 0.071 0.097
S -1.467 -0.060 -1.468 0.654



No. 7
43
Properties=species:S:1:pos:R:3:lowdin_charge:R:1 method="wB97M-V/def2-TZVPD" max_force_ev_per_a=6.396 relative_energy_ev=0.5664 homo_energy_ev=-7.6 total_energy_ev=-25170.230 molar_mass_g_mol=231.05 spin_multiplicity=1
N -52.359 -61.143 -35.317 0.340
H -51.387 -60.734 -35.025 0.167
H -52.820 -61.018 -34.469 0.027
H -52.233 -62.069 -35.548 0.034
H -52.811 -60.798 -36.108 0.079
B -54.649 -60.268 -32.945 -0.450
H -53.939 -59.289 -33.175 -0.060
H -55.161 -60.610 -33.867 -0.130
H -54.096 -61.086 -32.390 -0.110
H -55.756 -59.926 -32.315 -0.021
O -52.067 -60.874 -38.527 -0.095
H -51.198 -60.648 -39.007 0.130
H -52.576 -60.029 -38.727 0.109
O -49.741 -63.076 -34.265 -0.038
H -48.886 -62.792 -34.000 0.046
H -50.520 -62.947 -33.719 0.007
O -51.943 -64.108 -36.091 -0.044
H -52.875 -64.293 -36.043 0.023
H -51.944 -64.829 -35.488 0.057
O -49.835 -59.919 -33.483 -0.048
H -49.332 -59.073 -33.723 0.103
H -50.574 -59.539 -33.111 -0.004
O -51.905 -62.070 -32.650 0.041
H -51.190 -61.872 -32.172 -0.007
H -52.329 -62.623 -32.088 0.023
O -47.753 -60.252 -35.280 -0.024
H -48.619 -59.963 -34.968 -0.014
H -48.141 -60.967 -35.658 -0.093
O -51.964 -63.033 -38.663 -0.038
H -51.954 -63.464 -37.835 -0.039
H -52.445 -62.291 -38.453 -0.100
O -48.740 -62.335 -36.688 -0.060
H -49.366 -62.765 -36.082 0.008
H -48.724 -62.575 -37.622 0.064
O -54.224 -63.071 -35.546 -0.031
H -54.754 -62.459 -36.183 0.146
H -54.693 -63.793 -35.304 0.001
O -54.112 -58.490 -35.930 -0.075
H -55.039 -58.246 -35.708 0.076
H -53.619 -58.215 -35.205 -0.072
O -51.688 -57.918 -34.981 -0.054
H -52.135 -57.117 -34.654 0.076
H -51.360 -57.794 -35.867 0.051



No. 8
11
Properties=species:S:1:pos:R:3:lowdin_charge:R:1 method="wB97M-V/def2-TZVPD" max_force_ev_per_a=0.517 relative_energy_ev=1.4579 homo_energy_ev=-10.0 total_energy_ev=-6290.460 molar_mass_g_mol=70.09 spin_multiplicity=1
C -0.477 -2.085 -1.234 0.101
C 0.097 -1.130 -0.775 -0.157
C 0.736 0.090 -0.266 -0.185
C -0.272 1.078 0.381 -0.264
O -0.060 1.264 1.765 -0.070
H -0.984 -2.933 -1.640 0.022
H 1.269 0.578 -1.092 0.114
H 1.496 -0.152 0.487 0.118
H -1.295 0.736 0.177 0.115
H -0.165 2.068 -0.070 0.115
H -0.360 0.470 2.225 0.091